--- i ---
C10H12N | ωB97M-V with the def2-TZVPD basis set

Calculated values
Total charge: +1
HOMO: -13.77 eV

Cartesian coordinates (Å):
C  0.142  2.382  -0.893
C  -1.035  1.843  -1.056
C  -1.288  0.512  -1.742
C  -1.081  -0.626  -0.797
C  -1.255  -1.729  -0.202
C  0.092  -1.042  -0.004
C  1.267  -1.803  -0.531
C  2.319  -1.495  0.273
C  1.833  -0.589  1.270
N  0.535  -0.307  1.073
C  -0.449  0.262  2.027
H  1.036  1.938  -1.278
H  0.335  3.372  -0.378
H  -1.933  2.320  -0.714
H  -2.305  0.359  -2.108
H  -0.749  0.329  -2.679
H  -1.956  -2.517  0.227
H  1.171  -2.425  -1.323
H  3.283  -1.892  0.049
H  2.232  0.086  2.015
H  -0.390  -0.409  2.936
H  -0.431  1.354  2.267
H  -1.375  0.077  1.567

These are the natural (NBO) partial charges, in e, on atoms 1 to 5:
1 C -0.36
2 C -0.20
3 C -0.50
4 C 0.12
5 C -0.10

=====

--- ii ---
C10H12N | ωB97M-V with the def2-TZVPD basis set

Calculated values
Total charge: +1
HOMO: -12.74 eV

Cartesian coordinates (Å):
C  -2.168  -1.760  -0.278
C  -0.801  -2.173  -0.009
C  -2.504  -0.462  -0.125
C  0.234  -1.238  0.025
C  -0.129  0.135  -0.053
C  -1.456  0.498  -0.068
C  1.725  -1.512  0.359
C  2.156  0.660  -0.793
C  1.008  1.002  0.102
C  -1.733  1.951  0.281
N  2.486  -0.307  0.308
H  -3.020  -2.409  -0.344
H  -0.790  -3.260  0.081
H  -3.564  -0.012  -0.134
H  1.631  -2.070  1.267
H  1.969  -2.362  -0.231
H  2.096  0.065  -1.790
H  3.044  1.290  -0.802
H  0.941  1.777  0.955
H  -0.838  2.468  0.792
H  -1.915  2.420  -0.710
H  -2.601  2.131  0.987
H  3.200  -0.296  1.003

These are the natural (NBO) partial charges, in e, on atoms 1 to 5:
1 C -0.14
2 C -0.22
3 C -0.21
4 C 0.04
5 C -0.21

=====

--- iii ---
C10H12N | ωB97M-V with the def2-TZVPD basis set

Calculated values
Total charge: +1
HOMO (alpha / beta): -13.30 / -13.40 eV

Cartesian coordinates (Å):
C  -0.235  3.115  0.524
C  -0.207  2.011  1.369
C  -0.013  2.913  -0.827
C  0.051  0.768  0.848
C  0.227  1.646  -1.330
C  0.155  -2.317  0.592
C  -0.198  -3.182  1.353
C  0.709  -0.607  -1.016
C  0.498  1.385  -2.767
C  -0.653  -4.185  2.275
N  0.262  0.583  -0.475
H  -0.423  4.103  0.911
H  -0.389  2.112  2.426
H  -0.026  3.743  -1.515
H  0.072  -0.117  1.468
H  0.683  -1.591  -0.123
H  0.083  -0.990  -1.823
H  1.460  0.881  -2.888
H  -0.269  0.737  -3.197
H  0.512  2.312  -3.331
H  -0.676  -3.772  3.282
H  0.029  -5.033  2.249
H  -1.651  -4.516  1.995

These are the natural (NBO) partial charges, in e, on atoms 1 to 5:
1 C -0.09
2 C -0.22
3 C -0.21
4 C 0.08
5 C 0.28

=====

What is the most stable structure shown above? It is ii.